[1]
The following is a quantum chemistry calculation of a molecular structure, C60H70N9O4S3Tl, from the OMol25 dataset.

The gap between HOMO and LUMO is 5.339 eV. Its total energy is -122154.219 eV. As for the LUMO energy: -1.0566 eV.

The geometry in ORCA input format:
```
! RIJCOSX wB97M-V def2-TZVPD def2/J DEFGRID3
* xyz 0 1
Tl -0.69964 0.04566 -0.02276
C -6.13518 -0.34756 -4.14926
C -4.69282 -0.79262 -4.40421
C -3.97105 -1.14657 -3.14532
C -3.62360 -2.37197 -2.67796
C -3.86139 -3.71115 -3.30057
C -5.17817 -4.34546 -2.84743
C -2.97185 -2.14641 -1.38166
N -2.89179 -0.88101 -1.09038
C -3.49320 -0.19438 -2.15292
C -3.57125 1.15254 -2.09301
C -2.99127 2.80518 -0.25972
C -2.41107 4.13740 -0.71401
C -2.60858 4.83287 -2.02899
C -3.99234 5.36188 -2.39989
C -1.50866 4.47152 0.22410
C -1.39772 3.32547 1.17819
C -0.40597 3.20563 2.19377
C -0.12242 2.01440 2.83732
N -0.66564 0.81191 2.56100
C -0.12902 -0.07870 3.43532
C -0.33611 -1.43090 3.46827
C -1.00292 -2.26311 2.51813
N -1.53339 -1.90510 1.36796
C -1.94506 -3.08090 0.73075
C -2.53362 -3.19757 -0.48009
C -1.63730 -4.23500 1.60125
C -1.05703 -3.73298 2.70386
C -0.57958 -4.47437 3.91089
C -1.58294 -4.40181 5.06471
C -1.85019 -5.67209 1.25066
C -0.63803 -6.25056 0.51508
C 0.81636 0.61413 4.35840
C 0.85732 1.89537 3.95717
C 1.65501 3.02906 4.51459
C 0.86083 3.87436 5.51311
C 1.54069 -0.04031 5.48903
C 0.63667 -0.25552 6.70696
N -2.26233 2.39634 0.90178
C -0.64654 5.69335 0.30146
C 0.72954 5.48815 -0.33170
H -6.63909 -0.10135 -5.08428
H -6.17301 0.52898 -3.50167
H -6.69866 -1.13873 -3.65407
H -4.14775 0.00217 -4.92110
H -4.69280 -1.65520 -5.07359
H -3.02697 -4.37400 -3.05555
H -3.85490 -3.61185 -4.38854
H -5.21640 -4.42877 -1.75987
H -5.30418 -5.34294 -3.27016
H -6.02588 -3.73310 -3.15715
H -4.12105 1.79238 -2.77520
H -2.28342 4.14145 -2.81529
H -1.89626 5.66089 -2.06020
H -4.72922 4.56769 -2.48256
H -3.92824 5.87863 -3.35845
H -4.36521 6.06013 -1.65195
H 0.17401 4.08120 2.45254
H 0.14683 -1.96279 4.27681
H -2.74673 -4.20750 -0.80807
H 0.38165 -4.07005 4.23812
H -0.39218 -5.51666 3.64426
H -1.79056 -3.36427 5.33096
H -1.20429 -4.91290 5.95069
H -2.52899 -4.86344 4.77959
H -2.74126 -5.78133 0.62925
H -2.04325 -6.24515 2.16027
H -0.41700 -5.66346 -0.37685
H -0.81366 -7.28527 0.21760
H 0.24853 -6.21920 1.15008
H 1.99885 3.66579 3.69391
H 2.55261 2.63838 5.00175
H -0.02118 4.30632 5.03966
H 1.46934 4.68626 5.91275
H 0.51992 3.25983 6.34705
H 2.39915 0.57240 5.77710
H 1.94167 -1.00262 5.15825
H 0.31927 0.70120 7.12324
H 1.15529 -0.81294 7.48743
H -0.26118 -0.80859 6.42982
H -0.51693 5.95883 1.35400
H -1.15692 6.53626 -0.16825
H 1.23572 4.63763 0.12724
H 1.35556 6.37197 -0.20616
H 0.63480 5.28265 -1.39788
N 2.69462 -1.95426 -3.16228
C 2.88408 -3.31557 -3.47509
C 4.07402 -3.73752 -4.04406
C 4.27354 -5.08203 -4.33105
C 3.27015 -6.00091 -4.07813
C 2.06520 -5.57176 -3.53413
C 1.87554 -4.23942 -3.20949
S 0.37011 -3.70053 -2.45316
N 0.36997 -2.04537 -2.72928
C 1.42866 -1.40342 -3.01953
C 1.31620 0.08769 -3.17433
C 2.55510 0.94623 -3.24089
C 2.30101 2.45673 -3.50853
C 0.86339 2.84100 -3.43716
C -0.07851 1.94232 -3.17836
N 0.13688 0.55579 -3.08855
H 3.42733 -1.34650 -3.49077
H 4.85700 -3.01434 -4.24073
H 5.21470 -5.40275 -4.75572
H 3.41690 -7.04794 -4.30420
H 1.26847 -6.28044 -3.34500
H 3.32009 0.55325 -3.91417
H 2.77204 2.84320 -4.41524
H 0.60042 3.88458 -3.56181
H -1.11285 2.22249 -3.04509
C 5.49970 1.06128 3.64085
C 4.35729 0.24391 3.05477
C 3.82903 0.86865 1.77057
N 2.74266 0.09027 1.17783
C 2.88564 -1.12372 0.58816
S 1.82126 -2.35879 0.85288
N 3.93927 -1.36072 -0.27505
C 4.80509 -0.64223 -1.09678
O 5.76920 -1.24623 -1.52686
C 4.53162 0.75737 -1.55015
C 5.62330 1.48162 -1.82798
C 5.56158 2.85617 -2.31692
C 4.39662 3.48082 -2.46807
C 3.08931 2.81311 -2.20906
C 3.15662 1.29795 -1.84248
H 5.86937 0.61797 4.56480
H 5.17907 2.08060 3.86582
H 6.33664 1.12255 2.94295
H 3.53668 0.16713 3.77275
H 4.68662 -0.77772 2.84415
H 4.63446 1.00437 1.05089
H 3.41947 1.86168 1.97489
H 1.89488 0.10569 1.73577
H 4.09279 -2.35445 -0.39392
H 6.59462 1.03197 -1.66697
H 6.49228 3.36702 -2.52423
H 4.36622 4.51407 -2.79613
H 2.49665 3.41247 -1.51473
H 2.44293 1.05041 -1.05936
C -4.68986 3.40649 1.97851
S -4.78665 2.88620 0.29115
O -5.48000 3.91509 -0.44783
O -5.27930 1.53733 0.24229
O -2.85511 1.69125 -1.09972
H -5.72908 3.45017 2.30202
H -4.23709 4.39445 2.01617
H -4.12260 2.67712 2.54637
*
```

[2]
The following is a quantum chemistry calculation of a molecular structure, C5H10N2O at a distorted geometry, from the OMol25 dataset.

The gap between HOMO and LUMO is 9.416 eV. Its total energy is -10366.873 eV. As for the LUMO energy: 0.8304 eV.

The geometry in ORCA input format:
```
! RIJCOSX wB97M-V def2-TZVPD def2/J DEFGRID3
* xyz 0 1
C -0.02560 1.86956 -1.40517
C 0.03625 1.71377 0.11681
C 0.51442 -0.95979 -1.02562
C -0.19821 -1.69729 0.02479
C 0.13925 -1.61455 1.50978
H 1.16576 2.14799 -1.98438
H -0.64980 3.00268 -1.32044
H -0.79314 1.38805 -1.83381
H 0.28630 2.53883 0.93610
H 1.43915 -0.58455 -0.96139
H 0.51059 -1.31428 -2.08384
H -0.97183 -2.48745 -0.41682
H 0.67880 -0.43315 1.41795
H 0.80420 -2.58464 1.96271
H -1.17077 -0.13176 2.40846
N -0.24240 0.64306 0.59645
N -0.69109 -0.38649 -0.46425
O -0.83189 -1.10998 2.52267
*
```

[3]
The following is a quantum chemistry calculation of a molecular structure, C7H9N2O5Se2Ti, from the OMol25 dataset.

The gap between HOMO and LUMO (spin up / spin down) is 6.071 / 6.279 eV. Its total energy is -174436.714 eV. As for the LUMO energy (spin up / spin down): 4.7623 / 4.7605 eV.

The geometry in ORCA input format:
```
! RIJCOSX wB97M-V def2-TZVPD def2/J DEFGRID3
* xyz -2 2
Ti -0.43710 -1.50013 -0.19501
O 0.31354 0.03558 2.94034
C -0.14344 1.22272 2.34160
C 0.55116 1.52838 1.02831
N 0.08249 0.78459 -0.16286
C -1.18218 1.34498 -0.66329
C -1.73673 0.51209 -1.82585
O -2.51847 1.03698 -2.60665
O -1.32244 -0.70987 -1.85705
C 1.14445 0.88668 -1.17951
C 2.13953 -0.26622 -1.01748
O 3.31472 -0.10010 -1.31262
O 1.58638 -1.35443 -0.60897
H -0.34302 -0.65814 2.69829
H 0.08208 2.05013 3.02520
H -1.22867 1.18774 2.20198
H 1.61446 1.31391 1.15279
H 0.45611 2.60304 0.79964
H -1.07059 2.38937 -0.98102
H -1.91955 1.29235 0.13941
H 1.66071 1.84913 -1.12530
H 0.70828 0.78470 -2.17481
Se 0.52053 -6.41036 -0.59204
C 0.06591 -4.67222 -0.70639
N -0.23484 -3.56124 -0.81137
Se -2.10332 -1.58969 1.49265
*
```

[4]
The following is a quantum chemistry calculation of a gas-phase ion, C5H9N2O (charge -1) at a distorted geometry, from the OMol25 dataset.

The gap between HOMO and LUMO is 5.452 eV. Its total energy is -10355.106 eV. As for the LUMO energy: 4.0673 eV.

The geometry in ORCA input format:
```
! RIJCOSX wB97M-V def2-TZVPD def2/J DEFGRID3
* xyz -1 1
C 0.44333 -0.11766 0.00775
C -0.93206 -0.15822 0.23344
C -1.81075 0.80690 -0.14938
C -1.46640 -1.37029 0.96987
C 2.38418 1.03300 -0.93067
N 0.96244 0.98354 -0.61668
N 0.14881 1.94558 -0.92118
O 0.69485 2.94860 -1.54111
H 1.13744 -0.87720 0.33303
H -2.86045 0.58557 0.07144
H -1.65458 1.72252 -0.64703
H -0.70771 -2.14908 1.04856
H -2.33590 -1.78459 0.46006
H -1.77469 -1.09642 1.98038
H 2.95824 0.52210 -0.15761
H 2.58029 0.57270 -1.90428
H 2.64957 2.09161 -0.98778
*
```